w) Density functional theory data (the ωB97M-V functional and the def2-TZVPD basis) for 2 unconnected molecules or ions with the total composition C4H12NO3.

Bonds (Å) are listed after each position.
Cartesian coordinates (Å):
1 O -2.0931 0.1662 -2.5091  H18 1.067, H20 0.964
2 O -1.8900 -0.9113 -0.2465  C8 1.361
3 O 1.6776 0.8952 2.4079  C6 1.465, H19 0.958
4 N 0.4636 -0.8493 -0.6537  C7 1.450, C8 1.491, H15 1.014
5 C 0.2948 1.6061 -0.0807  C7 1.568, H10 1.099, H12 1.087, H14 1.102
6 C 0.8861 -0.0741 1.6458  O3 1.465, C7 1.530, H11 1.100, H13 1.078
7 C 1.0058 0.2283 0.1504  N4 1.450, C5 1.568, C6 1.530, H9 1.097
8 C -0.7184 -1.5950 -0.1348  O2 1.361, N4 1.491, H16 1.105, H17 1.112
9 H 2.0479 0.3932 -0.1508  C7 1.097
10 H -0.5282 1.7528 0.6321  C5 1.099
11 H 1.4685 -1.0008 1.7599  C6 1.100
12 H 1.0130 2.4078 -0.2290  C5 1.087
13 H -0.0824 -0.0508 2.1183  C6 1.078
14 H -0.4257 1.5651 -0.9131  C5 1.102
15 H 0.1975 -0.5221 -1.5755  N4 1.014
16 H -0.7246 -2.5846 -0.6258  C8 1.105
17 H -0.4602 -1.8053 0.9260  C8 1.112
18 H -1.8919 -0.2556 -1.5503  O1 1.067
19 H 2.3941 1.2017 1.8511  O3 0.958
20 H -2.6348 -0.5674 -2.8220  O1 0.964

* total charge: -1
* orbital gap: 7.189 eV



x) Density functional theory data (the ωB97M-V functional and the def2-TZVPD basis) for 2 unconnected molecules or ions with the total composition C4H12NO3.

Bonds (Å) are listed after each position.
Cartesian coordinates (Å):
1 O 1.5313 1.4630 1.9434  C5 1.464, H11 0.964
2 O -1.0664 -2.7750 -1.6340  H18 1.081, H20 0.948
3 O -1.4973 -1.2910 0.3634  C7 1.331
4 N 0.7873 -0.6286 0.3209  C7 1.561, C8 1.500, H10 1.037
5 C 0.5135 1.7843 0.9418  O1 1.464, C8 1.528, H14 1.128, H19 1.080
6 C -0.2263 0.8542 -1.3629  C8 1.542, H9 1.114, H15 1.107, H16 1.125
7 C -0.4516 -1.0748 1.1585  O3 1.331, N4 1.561, H13 1.128, H17 1.124
8 C 0.7661 0.7832 -0.1842  N4 1.500, C5 1.528, C6 1.542, H12 1.087
9 H 0.4181 0.9999 -2.2599  C6 1.114
10 H 0.7984 -1.3479 -0.4266  N4 1.037
11 H 1.4502 0.5028 1.9842  O1 0.964
12 H 1.8055 0.9225 -0.4698  C8 1.087
13 H -0.0291 -2.0155 1.6150  C7 1.128
14 H 0.9542 2.8066 0.7623  C5 1.128
15 H -0.7414 1.8304 -1.4410  C6 1.107
16 H -0.8906 -0.0542 -1.3660  C6 1.125
17 H -0.6203 -0.1501 1.7743  C7 1.124
18 H -1.3802 -2.1792 -0.7887  O2 1.081
19 H -0.4839 1.9243 1.3321  C5 1.080
20 H -1.6376 -2.3549 -2.2626  O2 0.948

* total charge: -1
* orbital gap: 7.527 eV



The structure with the least stability is x).



w) Density functional theory data (the ωB97M-V functional and the def2-TZVPD basis) for 2 unconnected molecules or ions with the total composition C2H3NO3.

Bonds (Å) are listed after each position.
Cartesian coordinates (Å):
1 O 1.1645 -1.8409 -0.5048  N4 1.197
2 O 0.6774 -0.9358 -2.4612  N4 1.163
3 O -0.1609 1.5490 0.0891  C5 1.408, C6 1.321
4 N 0.6613 -1.1144 -1.3123  O1 1.197, O2 1.163
5 C 0.0488 0.6629 1.1625  O3 1.408, C6 1.514, H7 1.124, H8 1.091
6 C -0.8052 0.4055 -0.0613  O3 1.321, C5 1.514, H9 1.146
7 H -0.6451 0.8702 2.0217  C5 1.124
8 H 1.0002 0.1312 1.2035  C5 1.091
9 H -1.9410 0.2723 -0.1372  C6 1.146

* orbital gap (spin up / spin down): 8.175 / 9.179 eV
* 2S+1: 3



x) Density functional theory data (the ωB97M-V functional and the def2-TZVPD basis) for 2 unconnected molecules or ions with the total composition C2H3NO3.

Bonds (Å) are listed after each position.
Cartesian coordinates (Å):
1 O 3.0512 -2.3084 0.7770  N4 1.180
2 O 3.1058 -0.2392 1.3806  N4 1.366, H7 0.895
3 O 0.7202 1.1363 0.7426  C6 1.135
4 N 2.7268 -1.2092 0.4969  O1 1.180, O2 1.366
5 C -1.0490 0.1378 -0.5220  C6 1.259, H8 1.074, H9 1.162
6 C -0.1292 0.6509 0.1671  O3 1.135, C5 1.259
7 H 3.0009 0.5895 1.0587  O2 0.895
8 H -2.0602 0.1733 -0.1616  C5 1.074
9 H -0.7052 -0.1627 -1.5900  C5 1.162

* orbital gap (spin up / spin down): 8.580 / 7.722 eV
* 2S+1: 3



The structure with the least stability is w).